Version w
Entry from OMol25: a cluster of 2 separate species, C6H7NO2S in total (ωB97M-V/def2-TZVPD).

Output
- spin multiplicity = 1
- orbital gap (alpha / beta) (eV) = 9.650 / 4.726
- E_LUMO (alpha / beta) (eV) = 0.259 / -2.567
- molecular weight (u) = 157.194

Cartesian coordinates (Å):
C  -1.83944  -2.20084  0.24802
C  -2.01000  -0.94250  -0.26675
C  -0.59228  -2.57433  0.75927
C  -1.01551  -0.02067  -0.28936
C  0.45908  -1.66195  0.68932
C  0.31241  -0.35577  0.11412
N  1.76719  2.96145  0.29164
O  1.42509  4.32265  -1.76913
O  1.28417  0.37732  -0.10444
S  1.35960  2.93889  -1.34411
H  -2.60390  -3.02091  0.16935
H  -2.88154  -0.77915  -0.86320
H  -0.44870  -3.55484  1.21803
H  -1.04804  0.84560  -0.93807
H  1.47692  -1.87673  1.06670
H  1.78692  1.99881  0.47179
H  2.56805  3.54297  0.54681

Listed below, in e, are the Mulliken charges computed for each atom:
1. C -0.2496
2. C -0.4601
3. C -0.4303
4. C -0.1242
5. C -0.3105
6. C 0.5407
7. N -0.4677
8. O -0.5292
9. O -0.6785
10. S 0.4415
11. H 0.3109
12. H 0.3423
13. H 0.3571
14. H 0.2535
15. H 0.3380
16. H 0.3866
17. H 0.2796

---

Version x
Entry from OMol25: a cluster of 2 separate species, C6H7NO2S in total (ωB97M-V/def2-TZVPD).

Output
- spin multiplicity = 1
- orbital gap (alpha / beta) (eV) = 8.295 / 8.294
- E_LUMO (alpha / beta) (eV) = -0.232 / -0.231
- molecular weight (u) = 157.194

Cartesian coordinates (Å):
C  0.63101  1.93058  -0.78673
C  0.52848  2.24001  0.51552
C  0.10123  -2.24955  1.41971
C  0.14386  -1.60118  0.27494
C  0.67735  0.47391  -1.04562
C  0.16241  -0.18982  0.12190
N  -1.77609  -0.06755  -0.38566
O  -2.58854  -0.16527  0.51632
O  -1.90546  -0.22267  -1.57447
S  0.29185  0.80860  1.48902
H  1.02891  2.63305  -1.46109
H  0.66365  3.23134  1.04893
H  0.26065  -3.27882  1.43714
H  -0.04816  -1.72604  2.35141
H  -0.06333  -2.05574  -0.63139
H  0.05316  0.18660  -1.94635
H  1.83903  0.05254  -1.34358

Listed below, in e, are the Mulliken charges computed for each atom:
1. C -0.7309
2. C -0.1461
3. C -0.8070
4. C -0.2609
5. C -0.3439
6. C 0.5062
7. N 0.7197
8. O -0.5517
9. O -0.5556
10. S -0.1304
11. H 0.4011
12. H 0.3655
13. H 0.3153
14. H 0.2161
15. H 0.3735
16. H 0.3145
17. H 0.3149

---

Version y
Entry from OMol25: a structure of composition C6H7NO2S (ωB97M-V/def2-TZVPD).

Output
- spin multiplicity = 1
- orbital gap (eV) = 9.060
- E_LUMO (eV) = 0.422
- molecular weight (u) = 157.194

Cartesian coordinates (Å):
C  1.51370  2.30478  -1.39025
C  1.65806  0.98039  -0.92418
C  0.52638  2.87717  -0.70769
C  0.54748  0.79840  -0.08207
C  -2.02144  -2.28189  0.63740
C  0.06098  -0.38887  0.55616
N  0.85570  -1.62229  0.69331
O  0.56012  -2.31740  1.62416
O  -0.15967  1.92294  0.02677
S  -1.04579  -1.40288  -0.52715
H  2.35909  2.86643  -1.88379
H  2.30548  0.09739  -1.30436
H  -0.00138  3.78098  -0.86434
H  -1.51215  -2.17490  1.60597
H  -2.05401  -3.37867  0.37218
H  -2.96094  -1.92278  0.64839
H  -0.63160  -0.13881  1.51948

Listed below, in e, are the Mulliken charges computed for each atom:
1. C -0.4121
2. C -0.3757
3. C -0.2728
4. C 0.0055
5. C -0.8216
6. C 0.4947
7. N -0.0711
8. O -0.4015
9. O -0.3334
10. S -0.0726
11. H 0.3120
12. H 0.3198
13. H 0.3981
14. H 0.2981
15. H 0.2874
16. H 0.3454
17. H 0.2998

---

Short version: version w is the most stable of them.

---

Version w
Entry from OMol25: a structure of composition C31H22AsN7O3SW (ωB97M-V/def2-TZVPD).

Output
- total charge = +2
- spin multiplicity = 1
- orbital gap (alpha / beta) (eV) = 5.827 / 5.826
- E_LUMO (alpha / beta) (eV) = -7.625 / -7.626
- molecular weight (u) = 831.392

Cartesian coordinates (Å):
W  1.37682  -0.32276  0.63324
N  -3.19085  3.37566  6.48746
C  -2.66998  2.82060  5.38591
C  -1.54169  1.96889  5.47901
C  -1.00872  1.40273  4.35896
C  -1.58449  1.66734  3.10241
C  -2.70700  2.50897  2.99212
C  -3.23994  3.07242  4.11579
S  -0.93593  1.00261  1.70199
O  -1.79935  1.21455  0.57693
O  -0.44120  -0.40896  1.96340
N  0.60720  1.46431  1.33269
C  0.97650  2.28377  0.26549
N  0.76306  3.56029  0.13628
C  1.33716  4.11037  -0.94160
C  2.13539  3.39115  -1.82424
C  2.28476  2.03617  -1.60584
N  1.65522  1.47928  -0.56774
H  -2.79485  3.20404  7.39504
H  -3.99298  3.97909  6.43757
H  -1.10441  1.76538  6.44755
H  -0.15630  0.74717  4.44890
H  -3.14372  2.70293  2.02277
H  -4.10593  3.71621  4.03850
H  1.16739  5.17062  -1.08273
H  2.62192  3.87435  -2.65786
H  2.89066  1.39545  -2.23061
O  3.27568  -0.70911  0.48073
N  3.33594  0.17101  1.54669
C  2.63307  -0.41091  2.55220
C  2.05119  -1.70250  2.32990
N  1.42500  -2.48910  1.72263
C  2.45560  0.29972  3.78138
N  2.29666  0.86688  4.76499
C  -2.55844  -5.31885  -1.18267
C  -2.74528  -4.51419  -0.06880
C  -2.09458  -3.29162  0.01923
C  -1.25716  -2.90564  -1.01946
C  -1.06326  -3.70073  -2.14662
C  -1.72227  -4.91583  -2.21843
As  -0.36759  -1.22076  -0.95627
C  -0.60909  -0.08280  -2.48174
C  -1.71757  0.69165  -2.77420
C  -1.66663  1.53049  -3.88128
C  -0.51524  1.60259  -4.65648
C  0.60232  0.84479  -4.33868
C  0.56671  -0.00730  -3.23975
C  1.67338  -0.87015  -2.79073
C  2.82685  -1.13382  -3.50438
C  3.71220  -2.11454  -3.05838
C  3.43060  -2.89102  -1.94195
C  2.27704  -2.65169  -1.21774
C  1.43948  -1.58148  -1.57873
H  -3.06891  -6.27021  -1.24812
H  -3.39767  -4.83570  0.73124
H  -2.23160  -2.65917  0.88741
H  -0.41389  -3.38247  -2.95319
H  -1.58424  -5.55017  -3.08334
H  -2.61133  0.64075  -2.16671
H  -2.53151  2.12432  -4.14402
H  -0.49054  2.25396  -5.51969
H  1.49114  0.91811  -4.95286
H  3.02481  -0.62743  -4.44029
H  4.61032  -2.31083  -3.62973
H  4.09534  -3.69348  -1.65474
H  2.02475  -3.28540  -0.37883

Listed below, in e, are the Mulliken charges computed for each atom:
1. W 1.6116
2. N -0.4255
3. C 1.1171
4. C -0.8819
5. C -0.5853
6. C -0.2350
7. C -0.4774
8. C -0.8239
9. S 1.7749
10. O -0.6724
11. O -0.7902
12. N 0.0021
13. C 0.2419
14. N -0.6156
15. C -0.4062
16. C -0.7495
17. C -0.2047
18. N 0.0638
19. H 0.2101
20. H 0.2092
21. H 0.3403
22. H 0.3488
23. H 0.4883
24. H 0.3310
25. H 0.4615
26. H 0.4507
27. H 0.6829
28. O -0.2918
29. N -0.6775
30. C 1.5626
31. C -0.4241
32. N -0.3286
33. C -0.2203
34. N -0.3719
35. C -0.4901
36. C -0.7499
37. C -0.3913
38. C 0.5640
39. C -0.3971
40. C -0.8196
41. As 1.1908
42. C 0.6697
43. C -0.7847
44. C -0.7823
45. C -0.8719
46. C -0.8630
47. C 0.6504
48. C 0.7374
49. C -0.1232
50. C -0.9085
51. C -0.8936
52. C 0.2921
53. C -0.7550
54. H 0.4117
55. H 0.4277
56. H 0.4300
57. H 0.4198
58. H 0.4158
59. H 0.5350
60. H 0.4539
61. H 0.4702
62. H 0.4625
63. H 0.5011
64. H 0.4704
65. H 0.5135
66. H 0.4991

---

Version x
Entry from OMol25: a structure of composition C31H22AsN7O3SW (ωB97M-V/def2-TZVPD).

Output
- total charge = +2
- spin multiplicity = 1
- orbital gap (alpha / beta) (eV) = 5.758 / 5.755
- E_LUMO (alpha / beta) (eV) = -7.677 / -7.679
- molecular weight (u) = 831.392

Cartesian coordinates (Å):
W  -0.80366  -0.47209  0.06001
N  3.84502  1.81984  6.72823
C  3.00491  1.45737  5.74855
C  2.74537  2.33597  4.66875
C  1.88315  1.97534  3.67364
C  1.25534  0.71838  3.73242
C  1.50325  -0.17264  4.79022
C  2.36500  0.19628  5.78428
S  0.18863  0.26924  2.51162
O  -0.64358  -0.86975  2.85622
O  -0.49285  1.38286  1.87423
N  0.95363  -0.32785  1.11229
C  1.27241  -1.68271  1.06295
N  2.24259  -2.30607  1.66886
C  2.32989  -3.61278  1.40148
C  1.46944  -4.27740  0.52491
C  0.46729  -3.54243  -0.06925
N  0.37720  -2.23751  0.22686
H  4.29003  2.72073  6.72589
H  4.02297  1.21653  7.51186
H  3.22622  3.30487  4.64477
H  1.66844  2.65441  2.85903
H  1.00046  -1.12936  4.82421
H  2.55349  -0.47279  6.61334
H  3.12534  -4.14519  1.90864
H  1.57651  -5.33267  0.32481
H  -0.25834  -3.95604  -0.75627
O  -2.66334  -0.41011  0.80613
N  -2.51237  -1.64543  0.34541
C  -3.40551  -2.55315  0.45730
C  -4.67714  -2.28892  1.04580
N  -5.70967  -2.06587  1.49402
C  -3.05771  -3.84021  -0.07659
N  -2.69852  -4.83769  -0.51451
C  2.33706  0.74589  -5.00863
C  2.66938  -0.34225  -4.21228
C  1.68930  -0.96623  -3.45632
C  0.38351  -0.47737  -3.47863
C  0.04687  0.60178  -4.28994
C  1.02875  1.20870  -5.05826
As  -0.89972  -1.44538  -2.43991
C  -2.41236  -0.24220  -2.18250
C  -3.65637  -0.89827  -2.32577
C  -4.84007  -0.22258  -2.14017
C  -4.81937  1.12723  -1.77672
C  -3.62141  1.78945  -1.62740
C  -2.40581  1.12230  -1.81786
C  -1.12016  1.81111  -1.63153
C  -0.89729  3.13130  -2.00640
C  0.38661  3.64215  -1.94980
C  1.45308  2.84829  -1.52328
C  1.23548  1.55492  -1.09687
C  -0.07269  1.04464  -1.10612
H  3.09801  1.22426  -5.61052
H  3.68507  -0.71392  -4.19422
H  1.94003  -1.83808  -2.85940
H  -0.97583  0.95516  -4.33950
H  0.77029  2.03672  -5.70474
H  -3.67515  -1.94025  -2.62510
H  -5.78493  -0.72975  -2.28517
H  -5.74898  1.65555  -1.61190
H  -3.61206  2.82868  -1.32561
H  -1.71038  3.73295  -2.39169
H  0.57110  4.66171  -2.26144
H  2.45457  3.25665  -1.50650
H  2.05956  0.96370  -0.72596

Listed below, in e, are the Mulliken charges computed for each atom:
1. W 1.3141
2. N -0.4330
3. C 1.1269
4. C -0.8821
5. C -0.5787
6. C -0.1543
7. C -0.3821
8. C -0.8993
9. S 1.6772
10. O -0.6657
11. O -0.6808
12. N -0.1498
13. C 0.3438
14. N -0.6184
15. C -0.3908
16. C -0.9806
17. C -0.0143
18. N -0.1776
19. H 0.2078
20. H 0.2088
21. H 0.3157
22. H 0.5204
23. H 0.5024
24. H 0.3194
25. H 0.4733
26. H 0.4706
27. H 0.5922
28. O -0.7053
29. N 0.3581
30. C 0.8668
31. C -0.1526
32. N -0.2969
33. C -0.0631
34. N -0.3990
35. C -0.5405
36. C -0.7145
37. C -0.5565
38. C 0.6800
39. C -0.2383
40. C -0.7202
41. As 0.3498
42. C -0.1029
43. C -0.8001
44. C -0.8335
45. C -0.8449
46. C -1.4359
47. C 1.4854
48. C 0.9577
49. C -0.6310
50. C -0.8892
51. C -1.1176
52. C -0.4881
53. C 1.2388
54. H 0.4350
55. H 0.4388
56. H 0.3807
57. H 0.5370
58. H 0.4581
59. H 0.6113
60. H 0.5208
61. H 0.4652
62. H 0.5189
63. H 0.5462
64. H 0.4648
65. H 0.5791
66. H 0.5729

---

Short version: version w is the most stable of them.